{
  "formula": "C29H48N3O6P2S",
  "method": "wB97M-V/def2-TZVPD",
  "elements": ["C", "C", "P", "C", "C", "O", "P", "C", "C", "C", "S", "O", "O", "O", "O", "C", "C", "C", "C", "C", "C", "O", "C", "H", "H", "H", "H", "H", "H", "H", "H", "H", "H", "H", "H", "H", "H", "H", "H", "H", "H", "H", "H", "H", "H", "H", "H", "H", "H", "H", "H", "H", "H", "H", "H", "H", "N", "C", "C", "C", "C", "C", "H", "H", "H", "H", "H", "N", "C", "C", "C", "C", "C", "H", "H", "H", "H", "H", "N", "C", "C", "C", "C", "C", "H", "H", "H", "H", "H"],
  "xyz": [[4.874815, 2.763590, 0.880410], [3.451341, 2.427771, 0.412602], [2.884572, 3.660541, -0.828354], [4.092792, 3.342295, -2.192643], [1.232358, 2.941531, -1.349119], [1.077609, 1.550448, -1.300311], [0.855343, 0.794115, -2.916443], [2.661050, 0.192569, -2.949640], [2.825045, -1.271082, -2.562131], [2.503876, -1.473258, -1.082046], [3.121946, -2.980644, -0.403063], [4.343003, -3.368313, -1.035209], [3.051201, -2.909134, 1.030784], [2.047571, -4.070310, -0.876501], [1.305427, 2.359197, -3.598755], [0.785310, 3.358749, -2.761274], [1.114385, 4.759634, -3.280772], [0.019730, 5.803898, -3.029729], [-0.336715, 6.041828, -1.551214], [-1.508244, 5.246407, -0.971080], [-2.904451, 5.693790, -1.390115], [-3.084155, 5.802971, -2.793920], [-3.525338, 4.600625, -3.383742], [5.597149, 2.483478, 0.112392], [5.124047, 2.246445, 1.807044], [4.984296, 3.840405, 1.032822], [3.424176, 1.420197, -0.004816], [2.758525, 2.472966, 1.255537], [4.917767, 4.049943, -2.094809], [4.496110, 2.332004, -2.169364], [3.603759, 3.475149, -3.155102], [0.568763, 3.375220, -0.586909], [0.654509, 0.211096, -4.230153], [0.411304, -0.439537, -2.293003], [-0.527186, 1.237231, -2.897638], [3.286746, 0.807035, -2.307190], [3.012773, 0.333599, -3.975630], [3.853748, -1.595989, -2.733570], [2.184271, -1.905640, -3.182155], [1.425363, -1.478667, -0.914764], [2.920715, -0.689015, -0.448800], [1.236182, -3.926097, -0.366709], [-0.314188, 3.269172, -2.803789], [2.062497, 5.135930, -2.889286], [1.240895, 4.645398, -4.360639], [-0.864881, 5.542145, -3.609031], [0.376687, 6.753980, -3.439936], [0.553488, 5.799045, -0.961271], [-0.521259, 7.107540, -1.378173], [-1.389729, 4.179134, -1.159631], [-1.481951, 5.357516, 0.119668], [-3.134852, 6.677624, -0.973406], [-3.630935, 4.973294, -0.992569], [-3.564657, 4.763858, -4.459612], [-4.530091, 4.334271, -3.033252], [-2.842242, 3.770382, -3.175034], [-0.752144, -1.243213, 1.269569], [-1.770548, -2.040556, 1.589985], [-1.714729, -3.004113, 2.586010], [-0.528563, -3.146852, 3.294316], [0.539439, -2.326947, 2.970784], [0.377963, -1.391728, 1.956032], [-2.679436, -1.900306, 1.012417], [-2.576156, -3.624705, 2.795264], [-0.439203, -3.898040, 4.069373], [1.492189, -2.416287, 3.473897], [1.199539, -0.745499, 1.667959], [-0.285460, -6.563730, 3.959823], [-0.021385, -7.534102, 4.830779], [0.786432, -8.623190, 4.540203], [1.353387, -8.705772, 3.277791], [1.088144, -7.700859, 2.362432], [0.263207, -6.655469, 2.751561], [-0.477791, -7.431571, 5.809537], [0.969297, -9.382501, 5.288553], [1.994646, -9.536960, 3.013742], [1.513489, -7.717884, 1.368479], [0.035852, -5.845119, 2.067127], [-5.064350, -3.410780, 3.142179], [-6.062966, -3.510200, 2.268549], [-6.994209, -2.505694, 2.050701], [-6.882117, -1.333324, 2.780397], [-5.847167, -1.215984, 3.693573], [-4.967658, -2.278824, 3.835337], [-6.114855, -4.439362, 1.711405], [-7.781025, -2.639995, 1.321026], [-7.584583, -0.522802, 2.634791], [-5.714030, -0.316923, 4.279335], [-4.135478, -2.217043, 4.528119]],
  "atomic_forces_ev_per_a": [[-0.20, 0.08, -0.19], [0.24, 0.10, 0.09], [-0.02, 0.22, -0.06], [-0.02, -0.08, 0.07], [-0.16, -0.27, 0.15], [0.27, 0.00, 0.02], [-0.26, -0.35, -0.19], [-0.10, 0.10, -0.16], [0.20, 0.08, 0.05], [-0.20, -0.09, -0.13], [0.23, 0.24, 0.10], [-0.01, -0.14, 0.05], [-0.02, -0.05, -0.01], [-0.13, -0.08, -0.08], [0.13, 0.11, 0.08], [-0.11, -0.03, -0.33], [-0.07, -0.02, 0.04], [0.14, 0.04, -0.06], [0.12, -0.09, 0.05], [-0.04, 0.04, 0.11], [0.14, -0.11, -0.12], [-0.25, 0.08, 0.04], [0.14, 0.00, -0.03], [0.06, -0.06, 0.06], [0.08, -0.03, -0.01], [0.00, -0.02, 0.15], [-0.17, -0.01, 0.01], [-0.05, -0.08, -0.03], [0.00, 0.02, -0.06], [0.04, -0.03, 0.00], [0.01, 0.02, -0.04], [-0.05, 0.11, -0.01], [0.03, 0.01, -0.03], [0.07, 0.12, 0.09], [0.03, 0.08, -0.05], [-0.01, 0.00, 0.09], [0.02, 0.01, 0.02], [-0.01, -0.02, -0.04], [-0.11, -0.01, 0.09], [0.03, 0.10, 0.14], [0.11, 0.01, -0.07], [0.00, -0.01, 0.01], [-0.02, 0.03, 0.19], [0.03, -0.04, 0.04], [0.03, 0.04, 0.00], [-0.06, 0.00, 0.07], [-0.02, -0.02, -0.06], [-0.01, 0.06, 0.04], [-0.09, 0.00, -0.05], [0.04, -0.03, -0.11], [0.00, -0.09, 0.01], [0.06, 0.04, -0.03], [-0.09, 0.12, 0.09], [0.03, -0.03, -0.01], [0.01, -0.02, 0.04], [-0.01, -0.03, -0.03], [-0.02, -0.03, 0.03], [-0.04, 0.00, -0.02], [0.05, -0.02, 0.01], [0.02, 0.01, 0.01], [0.00, 0.00, 0.02], [-0.01, -0.01, -0.05], [-0.01, -0.01, 0.01], [0.00, 0.00, 0.00], [-0.02, -0.02, -0.02], [0.01, 0.00, -0.02], [-0.01, 0.02, 0.01], [-0.03, 0.02, 0.06], [0.01, -0.02, -0.03], [0.01, 0.00, -0.01], [0.00, 0.00, 0.00], [0.00, -0.03, 0.00], [0.00, 0.06, -0.01], [0.00, -0.02, 0.00], [-0.01, 0.00, 0.01], [0.00, 0.00, 0.00], [0.00, 0.02, 0.00], [0.02, 0.00, -0.01], [-0.05, 0.00, 0.00], [0.01, -0.01, 0.00], [0.00, 0.01, 0.00], [0.00, 0.00, 0.00], [-0.01, 0.00, -0.01], [0.04, -0.01, 0.00], [-0.02, 0.00, 0.00], [0.00, -0.01, 0.00], [0.00, 0.00, 0.00], [0.01, 0.00, 0.00], [0.00, 0.02, 0.00]],
  "mulliken_charge": [-1.4431, 0.6458, -0.4214, -1.3651, 0.4646, -0.2000, -0.2484, -0.4172, -0.8852, 0.5262, 1.1953, -0.6912, -0.5966, -0.5175, -0.6045, 0.8191, -1.1629, -0.5834, -0.7392, -0.1340, -0.9638, -0.3656, -0.7052, 0.3128, 0.4292, 0.3928, -0.5938, 0.4411, 0.3777, 0.4213, 0.4544, 0.3367, 0.0384, 0.0738, -0.1039, -0.4434, 0.5548, 0.5534, 0.2877, 0.2169, -0.5860, 0.3742, -0.4167, 0.3104, 0.3283, 0.2848, 0.4303, 0.3058, 0.4694, 0.0514, 0.4261, 0.3649, 0.4094, 0.2285, 0.3706, 0.2601, -0.3127, -0.5148, -0.5690, -0.3859, -0.5007, -0.0438, 0.4099, 0.6624, 0.5080, 0.3923, 0.3732, -0.3070, -0.2470, -0.3983, -0.1974, -0.6223, 0.0672, 0.3449, 0.3490, 0.3652, 0.3613, 0.2914, -0.4586, -0.1722, -0.4119, -0.1536, -0.4623, -0.1331, 0.3629, 0.3481, 0.3666, 0.3571, 0.3630],
  "total_energy_ha": -2830.39097,
  "homo_lumo_gap_ev": 6.634,
  "total_charge": -1
}

{
  "formula": "C29H48NO3Si2",
  "method": "wB97M-V/def2-TZVPD",
  "elements": ["C", "C", "C", "C", "Si", "C", "C", "O", "N", "O", "Si", "C", "C", "C", "C", "C", "C", "C", "C", "C", "H", "H", "H", "H", "H", "H", "H", "H", "H", "H", "H", "H", "H", "H", "H", "H", "H", "H", "H", "H", "H", "H", "H", "H", "H", "H", "H", "H", "H", "H", "H", "H", "H", "H", "H", "C", "O", "C", "C", "C", "C", "C", "C", "C", "C", "C", "C", "C", "C", "C", "H", "H", "H", "H", "H", "H", "H", "H", "H", "H", "H", "H", "H"],
  "xyz": [[-4.784188, -1.822865, -1.980344], [-3.600423, -2.458105, -1.240111], [-4.063643, -2.838730, 0.168912], [-3.108912, -3.698152, -2.003732], [-2.157266, -1.189021, -1.160053], [-1.925250, -0.505111, -2.878647], [-2.407405, 0.142854, 0.101693], [-0.737007, -2.046814, -0.627929], [0.286123, -1.094418, -0.313362], [0.723066, -1.321280, 0.988888], [0.456193, -2.469520, 2.204616], [-1.317626, -2.977543, 2.294583], [1.549701, -3.928213, 1.820690], [1.039174, -1.509292, 3.787350], [-0.114729, -1.424977, 4.793781], [1.478433, -0.084357, 3.419090], [2.224703, -2.258767, 4.409665], [1.400992, -1.242490, -1.158985], [2.617250, -1.589258, -0.402485], [1.353871, -0.802921, -2.453396], [-4.536767, -1.554397, -3.011856], [-5.619043, -2.535021, -2.014480], [-5.144612, -0.921426, -1.469783], [-3.289990, -3.357409, 0.742655], [-4.385616, -1.958375, 0.740121], [-4.925923, -3.517835, 0.094957], [-2.267621, -4.191531, -1.498181], [-3.925872, -4.430213, -2.078555], [-2.796115, -3.448879, -3.026170], [-2.861370, -0.035426, -3.218779], [-1.148549, 0.269016, -2.891946], [-1.661752, -1.299530, -3.590425], [-3.247883, 0.780398, -0.211598], [-2.612226, -0.232319, 1.113113], [-1.497588, 0.760175, 0.133565], [-1.517721, -3.502608, 3.241912], [-2.007787, -2.127574, 2.220575], [-1.513805, -3.684276, 1.478131], [1.276284, -4.753833, 2.497236], [1.376271, -4.269383, 0.792279], [2.619560, -3.717403, 1.952389], [-0.455738, -2.419385, 5.108747], [0.229065, -0.887891, 5.690288], [-0.973330, -0.874454, 4.386974], [2.330371, -0.074332, 2.727323], [0.664587, 0.505073, 2.975897], [1.804135, 0.452941, 4.325198], [3.092889, -2.285716, 3.736441], [2.535893, -1.744417, 5.330603], [1.959964, -3.291279, 4.675367], [3.473652, -1.623658, -1.082306], [2.842914, -0.851363, 0.368150], [2.512199, -2.577737, 0.061923], [2.297504, -0.698001, -2.980406], [0.428828, -0.906530, -3.000509], [-1.358950, 7.072652, -3.228331], [-1.459792, 5.701096, -3.687113], [-0.614898, 4.794138, -3.127297], [-0.616015, 3.475627, -3.659948], [0.282128, 2.540805, -3.197646], [1.143054, 2.815488, -2.091866], [2.054835, 1.831294, -1.613757], [2.655745, 1.922707, -0.317186], [3.985317, 1.459889, -0.092308], [4.644144, 1.739324, 1.096089], [3.993834, 2.424248, 2.131657], [2.635978, 2.749329, 1.987899], [1.964674, 2.485127, 0.798328], [1.115837, 4.148913, -1.568625], [0.276790, 5.118838, -2.071993], [-2.070141, 7.611904, -3.854202], [-1.641273, 7.156931, -2.168091], [-0.343595, 7.470984, -3.371300], [-1.321348, 3.246829, -4.455680], [0.342176, 1.558220, -3.661188], [2.539814, 1.204979, -2.363867], [4.493463, 0.940290, -0.909932], [5.683811, 1.427613, 1.221436], [4.532360, 2.697603, 3.041628], [2.104557, 3.225860, 2.813933], [0.903784, 2.740190, 0.697145], [1.798449, 4.427989, -0.764781], [0.307399, 6.134713, -1.672075]],
  "atomic_forces_ev_per_a": [[-0.02, 0.05, -0.06], [0.77, 0.34, 0.12], [-0.14, -0.22, 0.03], [-0.12, -0.15, 0.04], [-0.20, -0.97, 0.45], [0.00, 0.37, -0.13], [-0.15, 0.52, -0.03], [-0.38, 0.50, -0.53], [-1.08, -1.04, 0.58], [-0.91, 0.58, 0.50], [0.28, 0.55, 0.02], [-0.16, -0.36, 0.16], [-0.09, -0.38, 0.25], [-0.12, -0.18, -0.74], [0.06, 0.02, 0.14], [0.12, 0.20, 0.20], [0.03, 0.08, 0.18], [0.43, 1.38, -1.07], [1.59, 0.02, -0.73], [0.30, -1.68, 1.24], [-0.05, -0.06, 0.09], [0.09, 0.09, 0.00], [0.02, -0.09, -0.06], [-0.23, 0.14, -0.19], [0.04, -0.16, -0.07], [0.11, 0.11, 0.04], [-0.16, 0.14, -0.09], [0.13, 0.08, -0.03], [-0.04, -0.06, 0.17], [0.25, -0.16, 0.10], [-0.28, -0.18, -0.04], [-0.06, 0.20, 0.12], [0.16, -0.06, 0.19], [0.06, 0.05, -0.31], [-0.27, -0.09, 0.07], [0.02, 0.16, -0.25], [0.18, -0.25, 0.01], [0.01, 0.22, 0.20], [0.19, 0.11, -0.21], [0.00, -0.02, 0.18], [-0.29, -0.09, -0.03], [0.03, 0.21, -0.02], [-0.11, -0.11, -0.11], [0.14, -0.14, 0.07], [-0.21, -0.06, 0.03], [0.16, -0.20, -0.01], [-0.06, -0.15, -0.07], [-0.20, -0.02, 0.15], [-0.01, -0.13, -0.11], [0.11, 0.20, -0.04], [-0.05, -0.10, -0.03], [-0.04, -0.20, 0.08], [0.05, 0.41, -0.17], [-0.22, -0.49, -0.18], [0.10, 0.65, -0.06], [-0.14, -0.16, -0.04], [1.12, -0.73, 0.80], [-0.20, 0.47, -0.02], [0.04, 0.29, 0.04], [0.11, 0.26, -0.01], [-0.36, 0.22, -0.10], [0.89, 1.30, -0.20], [0.01, -0.40, 0.92], [-0.33, 0.20, -0.39], [0.20, -0.06, 0.03], [-0.41, -0.06, -0.48], [0.04, 0.03, -0.03], [0.17, 0.25, -0.29], [-0.16, -0.34, 0.36], [-0.24, -0.01, -0.37], [0.16, -0.01, 0.18], [0.00, -0.08, -0.36], [-0.31, -0.20, -0.07], [0.22, 0.03, 0.10], [-0.14, 0.18, 0.11], [-0.34, 0.06, 0.43], [-0.06, 0.19, 0.33], [-0.36, 0.12, -0.06], [-0.20, -0.20, -0.27], [0.14, -0.20, -0.26], [0.44, -0.17, 0.08], [-0.13, -0.13, -0.32], [0.08, -0.47, -0.13]],
  "mulliken_charge": [-1.9534, 1.7233, -1.5411, -1.6932, 1.1087, -0.5507, -0.7958, -0.2407, 0.5773, 0.1384, -0.0905, -1.0777, -1.4463, 2.3318, -1.8797, -1.7911, -1.9153, 0.7505, -0.8148, -2.0448, 0.3740, 0.4683, 0.3632, 0.1325, 0.3481, 0.5187, 0.2754, 0.4690, 0.3429, 0.5051, -0.8533, 0.3840, 0.4912, 0.2875, -0.0221, 0.5571, 0.2827, 0.1486, 0.4388, 0.4138, 0.3493, 0.4143, 0.4618, 0.3113, 0.1621, 0.3241, 0.5971, 0.3096, 0.4750, 0.3899, 0.4707, -0.1366, 0.2120, 0.6343, 0.3970, -0.8436, -0.4232, 0.8555, -0.8120, -0.2923, 0.0649, -0.7183, 0.9911, -0.2807, -0.7666, -0.3868, -0.9494, -0.1609, -0.7322, -0.5870, 0.2469, 0.3504, 0.3717, 0.4844, 0.4436, 0.9364, 0.4089, 0.4265, 0.4285, 0.4148, 0.5539, 0.4630, 0.4201],
  "total_energy_ha": -1993.00061,
  "homo_lumo_gap_ev": 5.741,
  "total_charge": 1
}